[1]
# C18H26BN5Sr

A molecular structure, C18H26BN5Sr at a distorted geometry (ωB97M-V/def2-TZVPD, the OMol25 dataset).

lowest unoccupied orbital energy	4.800	eV
E_HOMO	0.022	Ha
net charge	-2
Kohn-Sham gap	4.19	eV

Geometry (Å):
1 Sr -0.55169 0.52361 -0.46627
2 B 2.66696 4.02209 -0.44840
3 N 2.86235 2.50559 -0.76014
4 C 3.90529 1.76232 -0.33633
5 C 3.82272 0.51152 -0.91397
6 C 2.65616 0.58334 -1.69316
7 N 2.08159 1.78479 -1.60352
8 N 1.14647 4.34796 -0.27000
9 C 0.59713 5.57526 -0.32252
10 C -0.77100 5.44773 -0.13948
11 C -0.95936 4.06176 0.01414
12 N 0.21259 3.42478 -0.05005
13 H 3.26939 4.28219 0.58194
14 H 3.08142 4.69890 -1.37995
15 H 4.63562 2.17406 0.34206
16 H 4.48007 -0.33089 -0.76896
17 H 2.20288 -0.19325 -2.29458
18 H 1.21269 6.44564 -0.48875
19 H -1.51084 6.23083 -0.13611
20 H -1.88031 3.50555 0.15227
21 C -3.81010 -1.69544 -0.27123
22 C -4.00716 -0.31592 0.36059
23 C -5.51434 -0.04735 0.52678
24 C -3.29199 0.78221 -0.44629
25 H -4.32668 -2.48011 0.30055
26 H -2.74340 -1.94465 -0.32445
27 H -4.21982 -1.69484 -1.29275
28 H -3.57821 -0.34811 1.37270
29 H -6.00037 -0.06681 -0.45623
30 H -5.68128 0.94265 0.96394
31 H -6.00640 -0.79538 1.16960
32 H -3.48404 1.75269 0.05905
33 H -3.79876 0.86306 -1.42600
34 C 1.95646 -0.71974 1.51165
35 C 1.84757 -2.14685 1.05172
36 C 2.84540 -3.05598 1.37537
37 C 2.78738 -4.40649 1.01559
38 C 1.62899 -4.83917 0.34319
39 C 0.60156 -3.97892 0.01274
40 C -0.63635 -4.47746 -0.67022
41 C 0.66447 -2.52983 0.28756
42 N -0.28949 -1.70707 -0.10556
43 H 2.91487 -0.53887 2.00529
44 H 1.14796 -0.46461 2.21490
45 H 1.88525 -0.00493 0.67751
46 H 3.70773 -2.69652 1.93625
47 H 3.60090 -5.08728 1.24099
48 H 1.53613 -5.89419 0.08063
49 H -0.55728 -5.54657 -0.90006
50 H -0.81973 -3.91199 -1.59016
51 H -1.51938 -4.30929 -0.04184

Mulliken population analysis, charges in e, atoms 1 to 2:
1. Sr 1.4503
2. B -0.0137

=====

[2]
# C5H6NO

A gas-phase ion, C5H6NO (charge +1) at a distorted geometry (ωB97M-V/def2-TZVPD, the OMol25 dataset).

lowest unoccupied orbital energy (alpha / beta)	-8.161 / -8.108	eV
E_HOMO (alpha / beta)	-0.540 / -0.539	Ha
structure (SMILES)	CC1=CC=C[N+]1=O
net charge	+1
Kohn-Sham gap (alpha / beta)	6.54 / 6.56	eV

Geometry (Å):
1 C -0.22453 -0.31154 1.86494
2 C -0.15474 0.00939 0.47186
3 C -0.50413 1.09071 -0.21398
4 C -0.17728 0.87335 -1.64303
5 C 0.47421 -0.32493 -1.72929
6 N 0.55429 -0.86586 -0.40665
7 O 1.05930 -1.88681 -0.09124
8 H -0.85428 0.44688 2.30116
9 H 0.77452 0.01851 2.32570
10 H -0.31372 -1.33534 2.07611
11 H -1.17427 1.80374 0.08311
12 H -0.28844 1.47846 -2.53398
13 H 0.82908 -0.99657 -2.50472

natural (NBO) population analysis, charges in e, atoms 1 to 2:
1. C -0.6763
2. C 0.1259

=====

[3]
# C5H6N

A gas-phase ion, C5H6N (charge +1) at a distorted geometry (ωB97M-V/def2-TZVPD, the OMol25 dataset).

lowest unoccupied orbital energy	-4.791	eV
E_HOMO	-0.510	Ha
structure (SMILES)	C=CC=[N+]1C=C1
net charge	+1
Kohn-Sham gap	9.08	eV

Geometry (Å):
1 C 1.20841 -1.78993 0.72313
2 C 0.63420 -0.87512 -0.05635
3 C -0.09482 0.24329 0.41377
4 N -0.77145 1.19597 -0.24615
5 C -1.67010 2.30412 -0.42847
6 C -1.26207 1.64519 -1.46041
7 H 1.80669 -2.50741 0.33989
8 H 1.15191 -1.60664 1.81987
9 H 0.63746 -0.91395 -1.10232
10 H -0.17046 0.43590 1.40976
11 H -2.36933 2.87267 0.11143
12 H -1.09056 1.56473 -2.53294

natural (NBO) population analysis, charges in e, atoms 1 to 2:
1. C -0.1868
2. C -0.3051

=====

[4]
# C2H5N2O5PS

A gas-phase ion, C2H5N2O5PS (charge -2) at a distorted geometry (ωB97M-V/def2-TZVPD, the OMol25 dataset).

lowest unoccupied orbital energy	6.163	eV
E_HOMO	-0.029	Ha
net charge	-2
Kohn-Sham gap	6.94	eV

Geometry (Å):
1 C 2.65599 -1.10276 -0.19807
2 C -1.26172 -0.68388 1.13382
3 N -0.21162 -0.51594 2.04187
4 N 2.08873 0.04205 0.13561
5 O -0.44590 3.20991 0.54530
6 O 0.35922 1.65687 -1.32758
7 O 2.83128 -2.11701 0.44384
8 O 2.11481 2.98973 0.10463
9 O -1.91261 0.48352 0.61642
10 P 0.69274 2.40968 -0.04828
11 S 1.09325 0.68743 1.49096
12 H 3.04907 -1.01158 -1.16556
13 H -2.14783 -1.21088 1.54369
14 H -0.99015 -1.48183 0.32165
15 H 2.19622 0.74678 -0.57320
16 H -1.11913 1.05889 0.18738

natural (NBO) population analysis, charges in e, atoms 1 to 2:
1. C 0.5161
2. C 0.0622

=====

Total energy: -1030.82012, -323.69760, -248.44311, -1304.49443 (Ha)
Energy relative to the best compared isomer or geometry (same formula, charge and spin): 73.4, 452.6, 453.1, 65.8 (kJ/mol)